Entry 1:
This record from OMol25 describes C17H33AsHgN5S2 as an isolated structure. The level of theory is wB97M-V/def2-TZVPD.

Each line ends with the natural charge from an NBO analysis.
Cartesian coordinates (Å):
Hg -0.20 -0.31 -0.94  0.64
As -0.21 0.20 -3.71  0.90
S -4.16 2.98 -0.19  0.52
S -4.20 -3.38 -0.04  0.53
N 1.57 2.50 1.42  -0.75
N 2.98 0.16 0.55  -0.88
N 0.64 0.24 2.49  -0.86
N -2.42 1.17 -0.54  -0.53
N -2.39 -1.61 -0.16  -0.53
C -1.49 3.42 -0.96  -0.66
C -1.44 -3.90 -0.08  -0.66
C 3.01 -0.31 2.99  -0.43
C -2.58 2.46 -0.58  0.05
C -4.63 1.36 0.04  -0.41
C 1.73 0.36 3.49  -0.05
C -3.59 -0.94 -0.14  0.08
C 0.81 -1.23 -4.52  -0.95
C -3.59 0.53 -0.20  0.08
C 0.39 1.76 -4.69  -0.94
C -2.56 -2.91 -0.11  0.06
C 3.88 1.86 2.12  -0.43
C -4.68 -1.74 -0.08  -0.41
C -1.99 -0.12 -4.40  -0.95
C 3.72 0.37 1.82  -0.06
C 1.97 1.85 3.76  -0.44
C 2.58 2.55 2.55  -0.04
H -2.67 0.67 -4.07  0.25
H 0.46 -2.19 -4.14  0.25
H 4.58 1.96 2.95  0.25
H -1.79 4.04 -1.80  0.26
H 4.33 2.39 1.27  0.22
H 2.02 2.56 0.51  0.43
H -0.26 0.43 2.92  0.39
H 3.54 0.54 -0.21  0.37
H 2.94 -0.84 0.37  0.38
H 2.81 -1.36 2.75  0.22
H 1.04 2.33 4.06  0.22
H -5.64 1.11 0.35  0.26
H -1.56 -4.65 -0.87  0.25
H 1.43 1.96 -4.46  0.25
H 1.08 1.55 1.51  0.48
H 0.67 -1.20 -5.60  0.25
H -2.35 -1.08 -4.04  0.25
H -1.42 -4.43 0.87  0.25
H 4.72 -0.05 1.76  0.21
H 3.71 -0.32 3.83  0.24
H -1.26 4.10 -0.13  0.23
H -0.49 -3.39 -0.22  0.22
H 2.67 1.95 4.60  0.25
H 1.44 -0.13 4.42  0.22
H 0.89 3.25 1.51  0.42
H -5.72 -1.47 -0.09  0.26
H 0.60 -0.71 2.12  0.39
H 0.28 1.55 -5.75  0.25
H -0.22 2.62 -4.42  0.24
H 2.78 3.60 2.76  0.23
H -0.60 2.87 -1.23  0.22
H 1.86 -1.11 -4.29  0.25
H -1.95 -0.13 -5.49  0.25

## Properties
Highest occupied orbital energy (spin up / spin down), eV: -12.69 / -13.47
Net charge: +2
Spin multiplicity: 2

=====

Entry 2:
This record from OMol25 describes a 3-piece molecular cluster, C17H33BBr2IN2O9 overall in a non-equilibrium geometry. The level of theory is wB97M-V/def2-TZVPD.

Each line ends with the natural charge from an NBO analysis.
Cartesian coordinates (Å):
I -3.56 1.60 -1.64  0.26
Br -8.16 3.33 2.48  0.05
Br -6.84 -0.11 -0.65  0.10
O -0.68 0.38 2.11  -0.95
O 3.01 -1.43 0.67  -0.51
O 7.34 -1.32 -5.17  -0.50
O 6.84 -2.89 -3.57  -0.64
O -3.27 1.01 3.02  -0.36
O 5.61 -0.97 -3.86  -0.50
O 1.87 -3.39 0.29  -0.63
O -3.35 -0.77 4.16  -0.24
O 2.24 -1.83 -1.35  -0.51
N -3.53 -0.31 3.04  0.33
N -5.37 1.93 0.95  -0.52
C 5.43 -1.09 -1.44  -0.65
C -3.41 3.14 1.86  -0.45
C 6.61 -1.84 -4.15  0.98
C -7.98 0.26 2.31  -0.66
C 0.70 3.15 1.05  -0.62
C -7.98 1.66 1.40  -0.31
C -0.58 2.41 0.36  -0.84
C 2.32 -2.32 -0.09  0.98
C -4.15 1.17 0.47  -0.21
C -3.06 1.53 1.66  -0.17
C 4.31 -2.85 2.15  -0.64
C 4.75 -1.34 -2.78  -0.07
C -4.86 3.38 1.06  -0.28
C 8.50 -2.09 -5.49  -0.26
C 1.63 -2.72 -2.28  -0.26
C 3.22 -1.81 2.03  -0.07
C -6.72 1.68 0.32  -0.10
B -1.45 1.44 1.36  1.15
H 9.23 -2.02 -4.68  0.19
H -8.96 1.59 0.73  0.27
H -5.56 1.68 1.96  0.47
H -8.51 0.40 3.35  0.27
H 0.65 -3.05 -1.93  0.20
H -3.63 3.26 3.02  0.25
H 2.28 -3.59 -2.45  0.20
H -2.55 3.91 1.68  0.28
H 4.74 -1.29 -0.61  0.23
H 4.42 -2.38 -2.88  0.18
H 4.02 -3.79 1.66  0.23
H -4.14 -0.01 0.49  0.31
H 5.23 -2.51 1.66  0.22
H 2.28 -2.14 2.49  0.19
H 5.78 -0.06 -1.37  0.21
H -5.40 4.10 1.81  0.29
H 1.24 2.40 1.77  0.23
H 4.53 -3.07 3.20  0.22
H -0.28 1.75 -0.59  0.27
H 1.51 3.47 0.23  0.24
H 8.24 -3.14 -5.69  0.20
H -6.99 2.52 -0.47  0.28
H 8.94 -1.67 -6.40  0.20
H 3.86 -0.71 -2.85  0.19
H -4.56 3.94 0.08  0.27
H -0.77 -0.50 1.64  0.51
H -6.85 -0.04 2.43  0.20
H 6.31 -1.73 -1.31  0.22
H 1.50 -2.20 -3.23  0.20
H 3.53 -0.90 2.57  0.20
H 0.38 4.09 1.69  0.22
H -1.34 3.25 -0.02  0.21
H -8.60 -0.56 1.73  0.26

## Properties
Highest occupied orbital energy, eV: -11.98
Net charge: +1

=====

Entry 3:
This record from OMol25 describes C17H33BN6OsSi2 as an isolated structure in a non-equilibrium geometry. The level of theory is wB97M-V/def2-TZVPD.

Each line ends with the natural charge from an NBO analysis.
Cartesian coordinates (Å):
Os 0.48 0.02 -0.56  1.69
Si 1.73 -1.06 2.00  1.57
Si -0.26 1.53 2.12  1.64
N -1.65 0.21 -3.00  -0.33
N 0.89 1.66 -1.68  -0.37
N 0.80 -1.18 -2.22  -0.43
N 0.62 -0.62 -3.47  -0.31
N 0.29 1.79 -2.95  -0.29
N -1.71 0.10 -1.65  -0.40
C 1.09 0.55 1.18  -1.32
C 0.66 -1.63 3.45  -1.10
C 1.97 -2.62 1.02  -1.13
C 1.61 -2.26 -2.38  0.03
C -0.85 3.10 1.28  -1.12
C -2.86 -0.05 -3.53  0.04
C -2.86 -3.11 1.53  -0.85
C 0.93 3.82 -2.33  -0.29
C 0.61 2.05 3.72  -1.10
C 1.28 2.93 -1.31  0.04
C 1.92 -2.38 -3.73  -0.30
C -3.73 -0.34 -2.49  -0.30
C 3.41 -0.53 2.67  -1.09
C -1.81 0.58 2.57  -1.13
C -2.97 -0.24 -1.31  0.00
C 0.32 3.07 -3.32  0.11
C 1.27 -1.35 -4.38  0.10
B -0.31 0.58 -3.69  0.51
H 1.75 3.10 -0.35  0.25
H 1.88 -2.85 -1.52  0.25
H -3.25 -0.36 -0.26  0.24
H 0.50 -0.87 4.22  0.25
H 4.08 -0.28 1.85  0.24
H -2.99 0.00 -4.60  0.25
H -1.58 3.59 1.94  0.28
H 1.10 4.89 -2.33  0.28
H 1.18 -2.47 3.93  0.27
H 2.55 -3.14 -4.16  0.27
H -0.32 -2.00 3.12  0.25
H -4.76 -0.59 -2.56  0.26
H 1.57 2.53 3.50  0.24
H -0.48 0.81 -4.85  0.02
H -0.09 3.34 -4.29  0.27
H 0.79 1.22 4.41  0.25
H -0.03 2.79 4.23  0.27
H 2.18 -3.45 1.70  0.30
H -2.12 -2.56 0.93  0.17
H 3.32 0.34 3.33  0.26
H 3.85 -1.36 3.25  0.27
H 1.08 -2.88 0.44  0.23
H 2.83 -2.53 0.34  0.25
H 1.97 1.21 1.02  0.30
H -3.54 -3.65 0.86  0.24
H -0.02 3.80 1.10  0.24
H -3.40 -2.45 2.12  0.22
H -1.62 -0.34 3.13  0.26
H -2.34 -3.84 2.17  0.23
H -2.40 0.33 1.68  0.23
H -2.43 1.24 3.20  0.28
H -1.33 2.88 0.32  0.24
H 1.22 -1.08 -5.43  0.26

## Properties
Highest occupied orbital energy (spin up / spin down), eV: -15.27 / -15.35
Net charge: +2
Spin multiplicity: 5
Energy relative to the best compared isomer or geometry (same formula, charge and spin), kcal per mole: 0.0

=====

Entry 4:
This record from OMol25 describes C17H33BN6Si2Ti as an isolated structure in a non-equilibrium geometry. The level of theory is wB97M-V/def2-TZVPD.

Each line ends with the natural charge from an NBO analysis.
Cartesian coordinates (Å):
Ti -0.88 -0.72 -0.61  1.97
Si 0.10 1.34 2.27  1.68
Si 0.56 -1.72 2.33  1.69
N 1.18 -0.30 -2.86  -0.31
N -1.22 0.10 -3.37  -0.29
N 0.20 2.10 -2.80  -0.28
N 0.90 -0.86 -1.62  -0.51
N -1.80 -0.22 -2.14  -0.56
N -0.27 2.11 -1.52  -0.32
C -3.08 -0.67 -2.44  0.05
C 0.58 1.25 4.09  -1.11
C -0.04 4.21 -2.14  -0.29
C 1.32 2.60 1.59  -1.12
C 0.21 -0.23 1.23  -1.67
C -1.65 2.01 2.28  -1.12
C -3.26 -0.65 -3.81  -0.29
C -2.08 -0.15 -4.36  0.11
C 1.95 -1.68 -1.30  0.04
C -1.83 -2.51 -0.19  -1.07
C 0.81 -3.40 1.50  -1.13
C -0.45 3.38 -1.10  0.06
C 0.36 3.38 -3.18  0.08
C 2.86 -1.67 -2.35  -0.29
C 2.17 -1.57 3.31  -1.12
C -0.87 -1.96 3.53  -1.13
C 2.35 -0.80 -3.31  0.08
B 0.21 0.71 -3.53  0.52
H 3.78 -2.23 -2.40  0.27
H 2.10 -0.93 4.19  0.25
H 1.58 2.44 0.54  0.21
H -2.01 2.30 1.29  0.20
H -4.13 -0.96 -4.36  0.28
H -0.63 -1.57 4.53  0.26
H -1.80 -1.48 3.19  0.23
H -1.88 -2.68 0.90  0.27
H 1.67 1.16 4.22  0.25
H 0.81 3.62 -4.13  0.27
H -3.74 -1.02 -1.66  0.26
H -1.30 -3.35 -0.66  0.27
H 1.11 -0.13 0.57  0.27
H 2.74 -0.50 -4.28  0.26
H -1.68 2.90 2.92  0.27
H 0.18 -4.14 2.02  0.27
H 2.01 -2.19 -0.35  0.26
H 0.10 0.45 4.67  0.25
H 1.86 -3.71 1.64  0.26
H 0.90 3.62 1.69  0.25
H 0.58 -3.47 0.44  0.21
H 2.45 -2.58 3.65  0.26
H -2.36 1.27 2.69  0.25
H 0.00 5.29 -2.11  0.28
H 0.27 2.21 4.54  0.26
H -1.06 -3.03 3.62  0.25
H -0.90 3.60 -0.14  0.27
H 2.99 -1.20 2.68  0.24
H -1.78 0.04 -5.38  0.27
H 2.24 2.56 2.18  0.27
H -2.85 -2.47 -0.60  0.24
H 0.50 0.86 -4.68  0.02
H -0.12 1.27 -0.93  0.40

## Properties
Highest occupied orbital energy (spin up / spin down), eV: -15.05 / -15.05
Net charge: +2
Energy relative to the best compared isomer or geometry (same formula, charge and spin), kcal per mole: 0.0

=====

Entry 5:
This record from OMol25 describes a 5-piece molecular cluster, C17H33F2N4O23PS5 overall in a non-equilibrium geometry. The level of theory is wB97M-V/def2-TZVPD.

Each line ends with the Löwdin charge.
Cartesian coordinates (Å):
S 8.35 2.37 -2.87  0.73
S -4.80 3.19 7.74  0.67
S 1.97 3.67 1.63  0.67
S 6.17 -4.22 -6.86  0.66
S 7.05 -0.40 -0.63  0.69
P -5.55 -1.60 0.67  1.03
F -7.57 0.30 3.67  0.04
F -7.93 1.40 1.01  0.02
O 6.77 -1.33 -1.70  -0.24
O 1.55 3.87 0.07  -0.20
O 7.26 -4.02 -7.79  -0.24
O 4.89 -4.73 -7.25  -0.24
O 9.32 2.62 -1.83  -0.20
O 2.42 4.94 2.14  -0.22
O 0.47 3.40 2.22  -0.19
O -4.99 4.54 7.30  -0.23
O -3.03 1.51 0.11  -0.20
O -6.25 2.46 7.83  -0.19
O -8.42 -0.47 -0.43  0.03
O 2.73 2.46 1.76  -0.24
O 6.76 1.11 -1.19  -0.37
O -5.58 -0.96 3.36  -0.03
O 9.08 1.52 -4.06  -0.19
O 5.82 -0.47 0.43  -0.20
O 7.06 1.78 -2.62  -0.25
O 8.29 -0.39 0.09  -0.22
O -4.05 2.85 8.92  -0.23
O 8.13 3.75 -3.71  -0.19
O -4.20 2.32 6.49  -0.19
O 6.73 -5.11 -5.62  -0.20
O 5.95 -2.83 -6.04  -0.20
N -6.44 -5.70 0.51  0.02
N -8.21 -4.02 0.54  0.03
N -7.05 -1.03 1.46  -0.12
N -6.26 -3.94 2.16  0.03
C -7.80 -0.03 0.65  -0.29
C 6.11 -3.07 -4.64  -0.17
C -0.49 3.79 1.23  -0.17
C -4.93 -0.40 -0.68  -0.27
C -3.32 0.00 -0.07  -0.24
C -5.96 -3.23 -0.30  -0.26
C -6.42 1.60 6.70  -0.18
C -6.72 -0.55 2.84  -0.29
C -6.73 -4.21 0.76  -0.66
C 0.18 3.51 -0.11  -0.17
C 7.08 -4.25 -4.54  -0.17
C 8.88 2.19 -5.30  -0.17
C -3.32 0.71 1.49  -0.03
C -5.02 1.16 6.30  -0.17
C 5.46 1.51 -0.78  -0.13
C 8.83 3.68 -4.95  -0.18
C 5.23 0.82 0.56  -0.17
H -8.37 -4.01 -0.51  0.09
H -5.46 0.64 -0.70  0.09
H -0.26 4.08 -0.92  0.14
H 6.50 -2.18 -4.14  0.12
H 7.92 1.86 -5.71  0.13
H 8.31 4.27 -5.71  0.14
H -4.91 -3.73 -0.54  0.11
H -7.06 0.75 6.97  0.14
H 9.68 1.96 -6.00  0.14
H -6.88 -5.95 -0.41  0.07
H -6.90 2.18 5.91  0.13
H 9.83 4.08 -4.80  0.13
H -5.49 -4.58 2.42  0.10
H -2.44 0.06 1.87  0.11
H -4.97 0.82 5.27  0.11
H -6.54 -3.04 -1.28  0.09
H 4.16 0.73 0.80  0.11
H 4.74 1.16 -1.53  0.14
H 5.14 -3.33 -4.22  0.14
H 5.39 2.60 -0.71  0.15
H -0.69 4.86 1.35  0.14
H -7.03 -3.95 2.86  0.09
H -4.76 -0.88 -1.72  0.09
H 8.11 -3.92 -4.70  0.13
H 0.14 2.44 -0.35  0.13
H -7.01 -6.20 1.23  0.09
H -4.65 0.37 6.96  0.14
H -2.39 -0.77 -0.35  0.17
H -8.56 -3.10 0.87  0.06
H 5.74 1.35 1.37  0.14
H -4.36 0.89 1.95  0.09
H 7.01 -4.77 -3.58  0.14
H -1.42 3.23 1.36  0.12

## Properties
Highest occupied orbital energy, eV: -8.59
Net charge: 0

=====

Entry 6:
This record from OMol25 describes C17H33NO3P2V as an isolated structure in a non-equilibrium geometry. The level of theory is wB97M-V/def2-TZVPD.

Each line ends with the natural charge from an NBO analysis.
Cartesian coordinates (Å):
V 0.00 0.38 0.20  0.64
P -0.09 0.66 2.48  1.08
P -0.32 -0.53 -2.41  1.17
O -1.62 -2.09 0.68  -0.68
O 0.33 2.30 0.27  -0.76
O -2.98 -0.36 -0.04  -0.57
N 1.33 -0.80 -0.04  -0.68
C -1.77 -0.95 0.21  0.48
C 2.02 -1.92 0.33  0.13
C 1.32 -3.07 0.84  -0.31
C 3.45 -1.93 0.22  -0.26
C -1.63 1.30 3.16  -0.94
C -0.18 3.48 -1.74  -0.66
C -4.15 -1.12 0.34  -0.28
C 1.16 1.87 2.98  -0.94
C -0.64 2.56 -0.66  0.28
C 4.13 -3.09 0.48  -0.21
C 2.02 -4.21 1.11  -0.14
C 3.41 -4.23 0.93  -0.29
C -1.99 2.89 -0.10  -0.69
C -1.88 -0.49 -3.34  -0.96
C 0.30 -0.81 3.47  -0.94
C 0.13 -2.28 -2.55  -0.95
C 0.90 0.23 -3.52  -0.96
H -1.06 3.89 -2.25  0.21
H 1.19 -2.42 -2.35  0.26
H -1.96 2.19 2.61  0.25
H -2.41 0.53 3.12  0.25
H -0.43 -2.88 -1.83  0.26
H 5.21 -3.10 0.34  0.21
H -0.38 -1.63 3.19  0.27
H -1.42 1.57 4.21  0.23
H -0.08 -2.66 -3.56  0.23
H -0.60 0.78 -1.26  0.02
H 1.34 -1.10 3.29  0.26
H 1.48 -5.09 1.46  0.20
H -2.49 3.46 -0.89  0.21
H 1.12 1.96 4.07  0.22
H 1.90 -0.11 -3.24  0.26
H 0.24 -2.99 0.97  0.25
H 0.15 -0.53 4.53  0.22
H -2.58 -1.22 -2.92  0.25
H -4.98 -0.50 0.03  0.19
H -4.16 -2.09 -0.18  0.19
H 0.87 1.32 -3.40  0.23
H -1.70 -0.71 -4.40  0.23
H 0.40 2.95 -2.50  0.21
H 0.69 -0.03 -4.56  0.23
H -2.32 0.51 -3.22  0.24
H 3.98 -5.13 1.15  0.20
H 3.92 -0.99 -0.11  0.21
H 2.14 1.50 2.66  0.25
H 0.96 2.84 2.51  0.27
H 0.42 4.32 -1.34  0.23
H -4.17 -1.28 1.44  0.19
H -1.94 3.55 0.78  0.21
H -2.59 2.00 0.11  0.25

## Properties
Highest occupied orbital energy (spin up / spin down), eV: -5.84 / -6.07
Net charge: 0
Spin multiplicity: 2
Energy relative to the best compared isomer or geometry (same formula, charge and spin), kcal per mole: 5.8

=====

Entry 7:
This record from OMol25 describes a 3-piece molecular cluster, C17H34BFO13P2 overall in a non-equilibrium geometry. The level of theory is wB97M-V/def2-TZVPD.

Each line ends with the natural charge from an NBO analysis.
Cartesian coordinates (Å):
P 1.59 -1.19 2.77  2.45
P -2.78 -3.51 -3.49  2.45
F 2.79 6.02 -2.10  -0.25
O -3.33 -2.01 -3.05  -0.82
O 0.70 0.06 3.38  -0.81
O 0.41 -2.19 2.17  -0.83
O 1.87 -1.96 4.04  -0.95
O -1.59 -3.11 -4.33  -0.95
O 5.62 5.96 -0.58  -0.72
O 2.24 6.99 2.22  -0.48
O 1.74 -0.50 1.28  -0.82
O -4.11 -4.29 -2.91  -0.81
O 5.34 7.94 0.69  -0.90
O 1.14 4.04 -0.71  -0.49
O 1.34 5.21 1.17  -0.48
O -1.94 -3.97 -2.14  -0.83
C 1.40 5.09 -0.21  0.69
C -0.59 -4.42 -2.25  -0.06
C -3.71 -1.10 -4.08  -0.07
C 3.27 6.31 0.21  -0.53
C 2.24 1.92 3.74  -0.64
C -5.81 -3.14 -1.58  -0.63
C 0.51 1.52 0.67  -0.63
C 2.36 6.13 1.41  0.77
C 1.31 0.90 4.37  -0.07
C 0.60 0.01 0.57  -0.05
C 0.38 -3.28 -1.93  -0.64
C -5.10 -1.40 -4.61  -0.64
C -4.61 -4.05 -1.58  -0.05
C 5.62 4.63 -0.06  -0.26
C 0.36 -3.56 2.55  -0.06
C 2.53 5.91 -0.84  0.40
C -0.63 -3.78 3.68  -0.63
B 4.77 6.83 0.11  1.19
H -6.36 -3.23 -0.64  0.22
H 1.67 2.67 3.18  0.21
H 1.85 0.29 5.10  0.19
H 5.88 7.65 1.44  0.51
H -3.84 -3.67 -0.92  0.21
H -0.14 1.91 -0.12  0.23
H -0.39 -4.83 -3.24  0.19
H 6.64 4.22 -0.07  0.20
H 0.50 1.40 4.90  0.19
H -0.33 -0.45 0.89  0.21
H 1.39 -3.53 -2.26  0.21
H -0.45 -5.23 -1.53  0.18
H -5.86 -1.17 -3.87  0.21
H 0.08 -2.35 -2.40  0.22
H 0.40 -3.10 -0.85  0.21
H -5.51 -2.09 -1.67  0.22
H 5.02 3.93 -0.66  0.19
H 5.28 4.56 0.99  0.17
H 2.81 2.44 4.51  0.21
H 1.35 -3.93 2.82  0.19
H 0.75 -0.27 -0.47  0.19
H -3.68 -0.10 -3.65  0.19
H -2.98 -1.12 -4.89  0.19
H 2.94 1.46 3.04  0.20
H -5.30 -0.81 -5.50  0.22
H 1.49 1.99 0.59  0.21
H 0.05 -4.13 1.67  0.18
H -1.65 -3.73 3.30  0.20
H 0.07 1.83 1.62  0.21
H -4.90 -5.03 -1.20  0.19
H -0.48 -4.76 4.14  0.21
H -5.21 -2.46 -4.87  0.21
H -0.54 -3.01 4.45  0.22
H -6.48 -3.36 -2.41  0.21

## Properties
Highest occupied orbital energy, eV: -10.03
Net charge: 0